(1)
# C3H9N2O

2 unconnected molecules or ions with the total composition C3H9N2O in a non-equilibrium geometry (the ωB97M-V functional and the def2-TZVPD basis, the Open Molecules 2025 dataset).

Each line ends with the natural charge from an NBO analysis.
Element x y z (Å)
O: -1.813345 -1.393845 -0.115762  -0.50
N: 1.822935 1.554110 0.617866  -0.72
N: 2.034111 -0.647340 -0.199596  -0.75
C: 1.499710 0.555650 -0.208278  0.40
C: -1.159797 0.001030 0.024753  -0.39
C: -2.634819 -0.209374 -0.196850  -0.12
H: 2.564512 1.275533 1.233285  0.41
H: -0.929954 0.001036 1.050014  0.14
H: -2.948329 -0.040381 -1.156960  0.20
H: 0.747492 0.754612 -0.929521  0.26
H: -3.359204 -0.212312 0.706102  0.22
H: 1.940156 -1.089569 -1.128233  0.44
H: 2.565631 -1.075478 0.585965  0.44
H: -1.487108 -1.761365 -1.011085  0.53
H: 1.158008 2.287691 0.728300  0.44

Atomic forces in eV per Å
O 1.15 -2.97 -1.83
N 0.01 -2.88 -1.09
N 0.28 -0.08 -0.50
C 0.57 1.08 0.73
C -0.72 0.84 -1.44
C 0.66 0.58 3.83
H 0.00 0.99 0.93
H -0.03 0.13 1.71
H -1.32 0.50 -1.98
H -0.35 0.07 -0.72
H 1.04 -0.01 -1.97
H 0.24 -0.39 1.31
H -0.44 0.59 -1.21
H -1.17 0.86 1.85
H 0.08 0.70 0.37

relative energy (zero: lowest compared OMol25 entry of this formula, charge and spin): 127.09 kcal/mol
net charge: +1

(2)
# C4H9BrN

A gas-phase ion, C4H9BrN (charge +1) in a non-equilibrium geometry (the ωB97M-V functional and the def2-TZVPD basis, the Open Molecules 2025 dataset).

Each line ends with the natural charge from an NBO analysis.
Element x y z (Å)
Br: -3.025233 0.030295 0.188937  0.07
N: 0.358975 0.840246 0.704903  -0.52
C: 1.082073 -1.362107 -0.108526  -0.63
C: 0.023806 -0.554313 0.495753  -0.06
C: -0.425573 1.389027 -0.429177  -0.24
C: -1.155118 -0.067086 -0.491013  -0.25
H: 1.417632 0.902293 0.623207  0.45
H: 1.830459 -1.713096 0.536733  0.25
H: 1.547348 -0.825978 -0.819654  0.21
H: 0.118162 1.410267 1.533190  0.46
H: -1.075330 2.217137 -0.281159  0.26
H: -1.225945 -0.539506 -1.497321  0.26
H: 0.205395 1.454923 -1.331398  0.24
H: 0.655789 -2.158180 -0.519184  0.25
H: -0.332434 -1.023916 1.394704  0.25

Atomic forces in eV per Å
Br 1.40 -0.22 -0.14
N 3.47 3.10 0.94
C 0.27 1.59 2.16
C -3.82 -0.76 0.33
C -0.41 -3.37 -2.29
C 0.23 0.85 -0.19
H -1.44 0.62 0.03
H 0.89 -0.34 1.39
H 1.74 1.76 -2.97
H -0.07 -1.20 0.22
H -0.09 0.73 0.53
H 0.21 0.35 0.92
H -0.23 0.43 0.53
H -1.79 -3.51 -1.90
H -0.36 -0.03 0.44

relative energy (zero: lowest compared OMol25 entry of this formula, charge and spin): 1.61 kcal/mol
net charge: +1
SMILES string: C[C@H]1[NH2+]C[C@@H]1Br

(3)
# C6H16

2 unconnected molecules or ions with the total composition C6H16 in a non-equilibrium geometry (the ωB97M-V functional and the def2-TZVPD basis, the Open Molecules 2025 dataset).

Each line ends with the natural charge from an NBO analysis.
Element x y z (Å)
C: -1.714891 -0.572366 -0.719984  -0.19
C: 2.347051 1.668063 1.852400  -0.60
C: -2.719154 -0.815310 -1.848693  -0.62
C: -0.689170 -1.634584 -0.493582  -0.60
C: 2.962502 0.139931 1.747394  -0.59
C: -1.080634 0.840952 -0.979149  -0.61
H: 3.388376 -0.020469 2.762520  0.19
H: 3.732350 0.220404 1.043395  0.20
H: -2.618705 -0.418076 -2.789798  0.21
H: -3.698757 -0.531579 -1.488182  0.21
H: 2.320840 -0.626375 1.595554  0.20
H: -0.640307 1.377629 -0.163738  0.21
H: 1.778631 1.810634 1.022252  0.19
H: -0.189290 0.609597 -1.469858  0.19
H: -2.860204 -1.830362 -1.958783  0.20
H: 3.162279 2.376346 1.658725  0.20
H: 1.830947 1.726871 2.779512  0.20
H: -0.081785 -1.794965 -1.295243  0.20
H: -1.720389 1.440195 -1.619933  0.21
H: -2.264606 -0.260608 0.309747  0.19
H: -0.122742 -1.164612 0.385606  0.20
H: -1.122342 -2.541316 -0.330162  0.21

Atomic forces in eV per Å
C -1.62 3.66 1.52
C 2.79 -3.01 0.26
C -1.05 -0.14 3.25
C 0.13 3.70 2.91
C 1.05 4.73 3.03
C -0.15 -1.25 -0.31
H 0.14 -0.14 -0.75
H 1.15 -0.48 -1.07
H 1.01 1.32 -2.07
H -0.37 0.56 -0.02
H -2.33 -2.07 -0.89
H -0.65 0.38 1.10
H -2.40 0.40 -2.11
H 1.52 -0.12 -1.81
H -0.07 -2.57 -0.47
H -0.01 -0.14 0.96
H -0.40 0.70 0.57
H 2.00 0.08 -2.39
H 0.06 0.27 0.24
H 0.65 -1.75 -2.16
H -0.22 -1.57 -1.02
H -1.22 -2.55 1.26

relative energy (zero: lowest compared OMol25 entry of this formula, charge and spin): 50.21 kcal/mol
SMILES string: CC(C)C.CC

(4)
# C45H73BClN8O2P2Pt

A molecular structure, C45H73BClN8O2P2Pt (the ωB97M-V functional and the def2-TZVPD basis, the Open Molecules 2025 dataset).

Each line ends with the Löwdin spin population.
Element x y z (Å)
Pt: 1.195320 0.051335 0.438895  1.06
Cl: -3.676738 5.768878 -4.695866  0.00
P: 1.262003 -1.164903 2.777917  0.21
P: 1.971360 2.527014 -0.294953  0.20
O: -4.592303 0.660384 -1.613665  0.00
O: 4.205133 -3.022110 -0.238526  0.00
N: -0.986480 -0.119233 0.022425  0.02
N: 2.390545 -2.721864 -1.587401  0.02
N: 3.748285 -0.745336 1.943372  0.02
N: -3.114174 -0.372445 0.653653  0.00
N: -2.915536 -0.922831 -0.560699  0.00
N: 3.053786 -4.878346 -0.835705  0.00
N: 0.611370 -2.470080 -2.992751  0.00
N: 4.011549 1.282123 0.937517  0.01
C: 7.068834 0.051194 3.430624  0.00
C: -4.003343 -1.598479 -1.247212  0.00
C: 1.598021 5.215372 0.629952  0.01
C: -6.825833 -2.392184 -1.933922  0.00
C: 2.812923 1.872003 -2.759887  0.01
C: -1.645453 -0.773777 -0.922175  0.01
C: -3.593779 4.044774 -4.521918  0.00
C: 0.969592 -3.888206 3.553231  0.01
C: 7.231020 1.287760 2.818531  0.00
C: 0.100710 -3.176685 1.334175  0.02
C: 1.091178 3.777080 0.772064  0.02
C: -1.128193 -2.540933 3.397884  0.00
C: -6.448507 -0.939920 -1.622689  0.00
C: 2.483150 0.639188 4.437770  0.00
C: 2.999435 -1.801024 2.557182  0.02
C: 0.763847 3.287945 -2.673852  0.00
C: 0.263615 -2.753573 2.802823  0.03
C: 5.140440 1.025361 1.717736  0.00
C: -4.273962 1.857260 -5.200920  0.00
C: -0.409824 3.717612 0.456335  0.00
C: 3.000122 4.328708 -2.292560  0.01
C: -3.431543 -0.220225 -4.064414  0.00
C: 4.003215 -5.687269 -0.083295  0.00
C: -0.003079 0.500846 4.594384  0.00
C: -6.649157 -0.676785 -0.125471  0.00
C: -1.938867 0.106990 0.966785  0.00
C: 3.270234 -3.478339 -0.860849  0.00
C: 1.283863 -0.319918 4.444666  0.04
C: 1.430211 -1.271607 5.632257  0.01
C: -7.406411 -0.023572 -2.398101  0.00
C: -4.739611 -0.819281 -3.536949  0.00
C: -3.463847 1.279216 -4.228030  0.00
C: -4.965273 -0.645146 -2.024628  0.00
C: -4.345304 3.232988 -5.355814  0.00
C: 1.298505 3.313879 2.213825  0.00
C: 3.732266 2.539686 0.307988  0.01
C: -2.775180 3.495747 -3.548358  0.00
C: 2.150011 3.075517 -2.066801  0.04
C: 4.972711 -0.229780 2.343069  0.00
C: 1.418989 -3.294680 -2.245184  0.00
C: 6.263173 1.792704 1.950927  0.00
C: 5.935796 -0.726560 3.198158  0.00
C: 2.013804 -5.438837 -1.482658  0.00
C: 1.145870 -4.693833 -2.204775  0.00
C: -2.715153 2.118688 -3.411332  0.00
B: 3.133228 0.158342 1.024326  0.13
H: 0.716373 3.958342 2.875170  0.00
H: 5.007695 -5.315811 -0.268379  0.00
H: 5.824712 -1.696541 3.665153  0.00
H: 3.840507 1.716045 -2.431791  0.00
H: 0.960358 2.283297 2.356700  0.00
H: -6.110644 -1.383047 0.504825  0.00
H: 1.570129 -0.676976 6.538446  0.00
H: -1.653550 -1.712583 2.922974  0.00
H: -0.115636 1.212181 3.775596  0.00
H: 1.039324 -1.580824 -3.205833  0.00
H: 3.917656 -6.720647 -0.409315  0.00
H: -5.564804 -0.372165 -4.092090  0.00
H: 0.547071 -1.891060 5.782707  0.00
H: -6.743173 -2.620725 -2.996400  0.00
H: 0.337282 -4.778031 3.502726  0.00
H: 3.804931 -5.618474 0.985882  0.00
H: 2.985412 -2.691884 1.924516  0.00
H: -0.971232 4.150305 1.286696  0.00
H: -0.580980 -2.514484 0.805178  0.00
H: 0.862065 3.443247 -3.749897  0.00
H: 0.046681 1.072967 5.522864  0.00
H: -7.098805 1.024022 -2.386462  0.00
H: -4.972577 3.674380 -6.116945  0.00
H: -5.122981 1.305496 -2.093613  0.00
H: -2.202361 4.145361 -2.900781  0.00
H: 1.927622 -4.145502 3.104340  0.00
H: 8.122854 1.866735 3.012956  0.00
H: 0.272022 4.167949 -2.260567  0.00
H: -6.222816 -3.112161 -1.378952  0.00
H: -1.722177 -3.442403 3.231886  0.00
H: -1.742402 0.624782 1.889303  0.00
H: 2.301380 -1.921213 5.536759  0.00
H: -4.857494 1.225526 -5.859620  0.00
H: 0.317312 -5.142613 -2.727839  0.00
H: 1.920016 -6.513364 -1.394392  0.00
H: 7.838453 -0.320226 4.092030  0.00
H: 2.832672 2.051482 -3.836236  0.00
H: 1.047225 -3.184824 0.790497  0.01
H: -6.323294 0.324205 0.152454  0.00
H: 3.422473 -2.088346 3.524219  0.00
H: 2.525656 1.247787 3.537116  0.00
H: -4.764393 -1.886152 -3.768937  0.00
H: -7.706814 -0.776037 0.117012  0.00
H: -0.664065 4.285989 -0.437750  0.00
H: 2.683955 5.288165 0.697067  0.00
H: -2.593638 -0.493814 -3.422260  0.00
H: -8.393024 -0.059979 -1.937490  0.00
H: 4.412413 2.731618 -0.526338  0.00
H: -4.532269 -2.142143 -0.470321  0.00
H: 1.282011 5.663614 -0.311043  0.00
H: 1.180921 5.824665 1.434734  0.00
H: -0.756001 2.691104 0.319655  0.00
H: -7.525130 -0.327918 -3.437118  0.00
H: -3.228296 -0.670660 -5.039872  0.00
H: 3.243782 4.386195 -3.355987  0.00
H: 0.107796 -2.897206 -3.753463  0.00
H: 3.432563 0.110497 4.527174  0.00
H: 3.941918 4.320143 -1.748655  0.00
H: -1.098079 -2.363997 4.471720  0.00
H: -3.554378 -2.332545 -1.916787  0.00
H: -0.312425 -4.187582 1.298994  0.00
H: 2.392679 1.308730 5.295946  0.00
H: 0.116766 2.423670 -2.519069  0.00
H: 6.393566 2.755729 1.475189  0.00
H: -7.864002 -2.562916 -1.647386  0.00
H: -1.219398 -1.178521 -1.824400  0.00
H: 1.133735 -3.661881 4.603967  0.00
H: 2.263359 0.946665 -2.577281  0.01
H: 3.855576 3.369786 1.013864  0.00
H: 2.464733 5.237951 -2.031976  0.00
H: -2.097492 1.691633 -2.631190  0.00
H: 2.340589 3.372332 2.526541  0.00
H: -0.896481 -0.118146 4.636431  0.00

Atomic forces in eV per Å
Pt -0.05 0.15 -0.20
Cl 0.00 0.00 0.00
P 0.09 0.12 -0.26
P -0.01 -0.09 0.80
O -0.05 0.02 0.05
O 0.09 0.02 0.14
N 0.01 -0.10 -0.13
N 0.04 -0.04 -0.21
N 0.03 0.09 -0.01
N -0.06 0.07 0.03
N 0.08 -0.06 0.18
N -0.01 0.00 -0.04
N -0.11 0.03 0.02
N 0.14 -0.05 0.00
C 0.00 0.06 -0.04
C 0.00 0.01 0.00
C -0.04 0.00 -0.02
C -0.05 0.02 0.00
C 0.00 0.04 -0.04
C 0.03 -0.02 -0.10
C -0.02 0.00 -0.01
C 0.02 0.01 0.05
C -0.01 -0.04 0.02
C 0.05 -0.04 0.03
C 0.04 0.20 -0.16
C -0.01 0.01 0.01
C 0.03 -0.02 0.02
C 0.01 -0.05 0.07
C -0.01 -0.09 0.10
C -0.01 0.03 -0.02
C -0.03 0.04 -0.08
C -0.05 0.01 0.13
C 0.03 0.00 0.02
C -0.05 0.03 0.01
C -0.03 0.00 -0.01
C 0.05 -0.04 -0.10
C 0.05 0.01 0.00
C 0.06 0.01 -0.02
C 0.00 0.03 -0.01
C -0.11 0.05 -0.01
C -0.16 0.01 0.03
C -0.04 -0.02 0.03
C 0.01 0.01 0.05
C 0.00 0.01 -0.01
C -0.01 -0.05 0.01
C -0.01 0.04 -0.02
C -0.02 -0.06 0.03
C 0.03 0.04 0.02
C -0.03 -0.13 0.05
C -0.03 0.09 -0.11
C 0.01 0.02 -0.01
C -0.13 -0.30 -0.05
C 0.01 0.07 -0.05
C -0.01 0.00 0.00
C 0.05 -0.04 0.03
C 0.04 0.02 0.01
C -0.04 0.00 0.00
C 0.03 0.06 0.05
C 0.00 0.02 -0.04
B -0.01 -0.14 -0.22
H -0.01 0.02 0.04
H -0.02 -0.04 0.00
H 0.00 -0.02 0.01
H 0.02 -0.02 0.04
H 0.02 0.10 -0.08
H 0.04 -0.03 0.03
H 0.00 0.01 0.02
H -0.02 0.02 -0.01
H -0.02 0.01 -0.01
H -0.01 0.00 -0.02
H 0.01 -0.02 0.03
H 0.00 0.03 0.01
H 0.00 0.00 0.00
H 0.00 0.00 -0.03
H -0.02 -0.02 0.00
H 0.01 0.01 0.02
H -0.01 0.00 0.01
H -0.01 0.05 0.01
H -0.03 0.04 -0.03
H -0.01 0.00 -0.04
H 0.00 0.01 0.03
H 0.00 0.04 0.04
H -0.01 0.01 -0.01
H 0.03 0.00 -0.04
H 0.01 0.00 0.00
H 0.03 -0.01 -0.02
H 0.02 0.01 0.01
H 0.02 0.00 -0.03
H 0.03 -0.02 0.02
H -0.02 -0.03 0.00
H 0.00 0.02 0.06
H 0.01 0.01 0.00
H -0.02 -0.03 -0.02
H -0.02 -0.01 -0.04
H 0.01 0.00 -0.01
H 0.03 -0.01 0.03
H 0.02 0.02 -0.04
H 0.05 0.00 -0.01
H -0.01 0.02 -0.02
H -0.01 0.04 -0.01
H 0.01 0.04 -0.06
H -0.02 -0.02 0.00
H -0.03 -0.01 0.01
H 0.00 -0.04 0.02
H 0.03 -0.01 0.02
H 0.02 0.00 0.04
H -0.02 -0.02 0.00
H -0.05 -0.01 -0.02
H -0.01 0.00 -0.06
H 0.02 -0.01 -0.02
H -0.03 0.02 0.01
H 0.00 -0.04 0.03
H 0.00 -0.01 -0.02
H 0.01 0.00 0.01
H -0.01 0.01 -0.03
H 0.05 0.01 -0.02
H -0.02 0.00 0.00
H 0.05 -0.03 0.03
H 0.00 0.01 0.02
H -0.01 0.05 -0.01
H -0.04 -0.03 0.01
H 0.01 0.01 0.03
H -0.03 -0.04 0.02
H 0.01 0.03 -0.02
H -0.02 -0.01 0.01
H 0.07 -0.02 -0.03
H -0.01 0.00 0.00
H -0.03 -0.05 0.03
H 0.04 -0.02 -0.03
H -0.01 0.02 0.03
H 0.00 -0.03 0.04
H 0.06 0.00 0.02
H -0.04 -0.07 0.00

relative energy (zero: lowest compared OMol25 entry of this formula, charge and spin): 5.65 kcal/mol
multiplicity: 3
net charge: +1
expectation value of S²: 2.01

Results for E_tot: -8273.5630 -75818.1780 -6479.4806 -98887.5265 (in eV, following the order of the records).